1.
C8H18BO3PSi | ωB97M-V/def2-TZVPD

Structure (XYZ):
```
32
Properties=species:S:1:pos:R:3:lowdin_charge:R:1
C 1.34 -1.68 1.49 0.055
C 0.71 -1.86 0.49 -0.354
P 0.15 -2.35 -1.12 0.968
C -0.80 -0.88 -1.73 -0.337
C -0.65 0.40 -0.92 -0.328
O 0.70 0.83 -0.98 -0.234
Si 1.27 2.00 0.06 0.404
C 3.12 1.76 0.10 -0.153
C 0.88 3.73 -0.59 -0.162
C 0.55 1.90 1.78 -0.162
C -1.13 -3.59 -0.58 -0.259
B -2.45 -3.03 0.04 -0.722
O -3.44 -2.38 -0.72 0.114
O -2.65 -3.21 1.38 0.163
H 1.86 -1.54 2.41 0.032
H -0.38 -0.67 -2.72 0.075
H -1.85 -1.11 -1.88 0.068
H -1.30 1.16 -1.37 0.122
H -0.96 0.22 0.11 0.099
H 3.54 2.11 1.05 0.031
H 3.58 2.33 -0.71 0.030
H 3.35 0.71 -0.04 0.029
H 1.68 4.38 -0.24 0.031
H -0.04 4.10 -0.14 0.027
H 0.82 3.77 -1.67 0.031
H -0.55 1.91 1.75 0.031
H 0.88 2.79 2.32 0.037
H 0.87 1.02 2.33 0.015
H -1.30 -4.28 -1.41 0.071
H -0.63 -4.17 0.20 0.072
H -3.65 -1.52 -0.35 0.101
H -3.50 -2.85 1.67 0.105
```

The SMILES is C#CP(CCO[Si](C)(C)C)CB(O)O. As for the lowest unoccupied orbital energy: 0.25 eV. The HOMO energy comes out at -8.33 eV. As for the gap between HOMO and LUMO: 8.580 eV. Its net charge is 0.

=====

2.
C8H18Br9N5O10 | ωB97M-V/def2-TZVPD

Structure (XYZ):
```
50
Properties=species:S:1:pos:R:3:lowdin_charge:R:1
C -0.03 3.84 -2.23 0.039
N -0.95 2.72 -1.94 -0.413
O -2.00 3.04 -1.38 0.002
O -0.68 1.58 -2.25 0.049
H 0.95 3.50 -2.56 0.088
H 0.07 4.49 -1.36 0.109
H -0.36 4.39 -3.11 0.105
C -1.04 -3.29 3.17 0.016
N 0.43 -3.20 2.86 -0.467
O 0.89 -3.55 1.79 0.033
O 1.10 -2.83 3.76 0.075
H -1.47 -2.54 2.52 0.001
H -1.21 -3.17 4.24 0.095
H -1.33 -4.32 2.95 0.103
C 2.92 0.40 -3.21 0.032
N 4.39 0.64 -2.83 -0.418
O 5.18 0.68 -3.77 0.036
O 4.65 0.95 -1.64 0.030
H 2.65 0.45 -4.27 0.091
H 2.23 1.19 -2.91 0.069
H 2.67 -0.57 -2.78 0.062
C -0.06 0.63 1.11 0.030
N 1.21 0.76 0.32 -0.412
O 1.60 1.85 -0.07 0.058
O 1.72 -0.25 -0.08 0.048
H -0.25 -0.41 1.38 0.068
H -0.87 0.88 0.43 0.053
H 0.07 1.36 1.91 0.048
C -0.35 -2.19 -2.04 0.072
N -1.51 -1.78 -1.14 -0.382
O -1.42 -1.99 0.08 0.002
O -2.37 -1.09 -1.62 0.065
H -0.45 -1.61 -2.96 0.098
H -0.41 -3.26 -2.22 0.098
H 0.62 -2.02 -1.58 0.065
C -4.24 -0.40 1.45 -1.404
Br -3.84 1.31 0.53 0.592
Br -6.23 -0.56 1.86 0.498
Br -3.18 -0.55 3.14 0.565
H -4.00 -1.21 0.77 -0.041
C -3.04 4.41 3.57 -1.490
Br -1.64 3.01 3.40 0.514
Br -2.15 6.14 3.31 0.531
Br -3.92 4.38 5.36 0.523
H -3.78 4.22 2.79 -0.025
C 3.82 -3.12 -0.94 -1.444
Br 4.46 -3.10 0.94 0.562
Br 2.96 -4.83 -1.35 0.539
Br 5.21 -2.59 -2.40 0.516
H 3.01 -2.39 -1.02 -0.080
```

As for the lowest unoccupied orbital energy: -0.65 eV. The HOMO energy comes out at -10.21 eV. As for the gap between HOMO and LUMO: 9.564 eV. Its net charge is 0.

=====

3.
C8H18CeI2NO2P2 | ωB97M-V/def2-TZVPD

Structure (XYZ):
```
34
Properties=species:S:1:pos:R:3:lowdin_charge:R:1
I 1.25 -3.19 -5.82 0.133
I -1.19 -4.10 -4.99 0.121
Ce -0.31 0.09 0.40 1.170
P 1.21 -1.95 1.39 0.736
C 1.65 -3.47 0.52 -0.204
C 2.70 -1.24 2.20 -0.191
H 3.17 -1.95 2.90 0.095
H 0.59 -3.08 3.51 0.097
H 2.43 -0.32 2.75 0.062
H -0.18 -1.46 3.37 0.065
H 2.34 -3.21 -0.30 0.075
H 3.44 -0.98 1.41 0.077
C 0.10 -2.38 2.81 -0.195
H 2.13 -4.22 1.17 0.095
H -0.83 -2.86 2.43 0.075
H 0.74 -3.91 0.09 0.073
P -1.17 2.03 -1.30 0.736
C -1.53 1.84 -3.06 -0.204
C -2.76 2.40 -0.41 -0.195
H 0.04 3.68 0.05 0.062
H -0.66 4.45 -1.42 0.095
H 0.81 3.42 -1.56 0.077
C -0.16 3.55 -1.03 -0.191
H -2.57 2.54 0.67 0.065
H -3.23 3.32 -0.80 0.097
H -2.02 2.71 -3.51 0.095
H -2.17 0.96 -3.19 0.073
H -3.47 1.56 -0.54 0.075
H -0.58 1.66 -3.58 0.075
C 0.10 -1.21 -1.88 -0.026
O 0.10 -1.85 -2.83 0.031
O 0.00 2.76 4.07 0.267
C 0.01 2.10 3.09 -0.304
N 0.02 1.41 2.07 -0.112
```

As for the lowest unoccupied orbital energy (spin up / spin down): -13.60 / -13.61 eV. The HOMO energy (spin up / spin down) comes out at -15.97 / -15.97 eV. As for the gap between HOMO and LUMO (spin up / spin down): 2.365 / 2.357 eV. Its net charge is +3.

=====

4.
C8H18ClI2NO2PRu | ωB97M-V/def2-TZVPD

Structure (XYZ):
```
34
Properties=species:S:1:pos:R:3:lowdin_spin:R:1
I -3.80 -0.14 -1.88 1.008
I -0.14 3.14 -0.77 1.089
Ru -0.35 0.56 -0.43 2.234
P 1.01 -0.26 -1.92 0.005
C 0.66 0.22 -3.64 0.012
C 2.71 0.31 -1.56 0.007
H 1.40 -2.47 -0.99 0.001
H 1.92 -2.35 -2.74 0.000
H 0.17 -2.46 -2.31 0.000
C 1.15 -2.07 -1.99 0.006
H 3.00 -0.02 -0.52 0.001
H 3.41 -0.12 -2.31 0.000
H 1.50 -0.16 -4.26 0.000
H 0.58 1.31 -3.69 0.002
H 2.73 1.42 -1.60 0.000
H -0.28 -0.26 -3.92 0.001
C -1.46 1.03 -1.99 0.092
O -2.05 1.50 -2.90 0.135
Cl 0.90 -0.80 1.09 0.233
C -3.41 -0.16 3.96 0.004
N -2.42 0.58 3.27 0.026
C -1.79 1.71 3.88 0.003
C -1.99 0.30 2.02 0.001
C -2.39 -0.99 1.36 0.027
O -1.24 1.16 1.47 0.078
H -3.57 0.25 4.92 0.000
H -3.13 -1.20 4.09 0.002
H -4.38 -0.19 3.44 0.002
H -0.73 1.57 4.00 0.001
H -1.96 2.63 3.37 0.001
H -2.26 1.77 4.94 0.000
H -2.97 -0.87 0.39 0.021
H -1.46 -1.58 1.14 0.007
H -2.95 -1.64 2.04 0.001
```

As for the lowest unoccupied orbital energy (spin up / spin down): -7.69 / -11.21 eV. The spin multiplicity is 6. The HOMO energy (spin up / spin down) comes out at -15.95 / -15.84 eV. As for the gap between HOMO and LUMO (spin up / spin down): 8.258 / 4.632 eV. Its net charge is +2.

=====

5.
C8H18ClIO3PTi | ωB97M-V/def2-TZVPD

Structure (XYZ):
```
33
Properties=species:S:1:pos:R:3:lowdin_charge:R:1
C -2.30 1.79 -4.61 0.043
C -1.90 0.54 -4.11 -0.039
H -3.20 1.73 -5.26 0.182
H -1.44 2.21 -5.18 0.157
H -2.49 2.46 -3.75 0.121
O -1.95 -0.59 -3.84 0.305
I -2.33 2.19 0.60 0.883
Ti -0.61 0.96 -0.86 0.177
P 1.04 -0.55 -2.06 0.776
C 1.10 -2.31 -1.62 -0.185
C 1.10 -0.57 -3.88 -0.227
H 2.76 1.06 -1.35 0.064
H 3.36 -0.12 -2.55 0.089
H 3.14 -0.64 -0.84 0.076
C 2.74 0.00 -1.65 -0.194
H 0.96 0.45 -4.27 0.039
H 2.08 -0.95 -4.20 0.094
H 1.39 -2.91 -2.50 0.092
H 0.12 -2.63 -1.25 0.047
H 0.30 -1.21 -4.27 0.055
H 1.86 -2.43 -0.83 0.073
C -1.72 -0.62 -1.11 -0.178
O -2.36 -1.61 -1.12 0.236
Cl -0.08 2.45 -2.48 0.280
C -0.34 0.89 3.00 -0.098
C 0.82 1.31 2.12 -0.198
O 0.68 0.86 0.74 -0.259
H -1.20 1.55 2.89 -0.019
H -0.02 0.97 4.05 0.119
H -0.67 -0.14 2.82 0.100
H 0.96 2.39 2.09 0.145
H 1.74 0.87 2.51 0.149
H 1.52 0.46 0.44 0.093
```

As for the lowest unoccupied orbital energy (spin up / spin down): -13.65 / -13.65 eV. The HOMO energy (spin up / spin down) comes out at -20.20 / -20.20 eV. As for the gap between HOMO and LUMO (spin up / spin down): 6.548 / 6.544 eV. Its net charge is +3.

=====

6.
C8H18FN4O3 | ωB97M-V/def2-TZVPD

Structure (XYZ):
```
34
Properties=species:S:1:pos:R:3:lowdin_charge:R:1
F 5.51 -2.37 2.39 0.054
N 4.47 -3.15 2.02 0.127
C 3.26 -2.71 2.34 -0.316
N 2.11 -3.33 2.03 0.189
C 1.17 -2.53 2.51 -0.092
N 1.68 -1.47 3.14 0.114
N 3.04 -1.57 3.01 0.170
H 4.70 -3.99 1.50 0.190
H 0.11 -2.70 2.42 0.159
H 1.23 -0.68 3.58 0.191
H 3.68 -0.89 3.39 0.195
C -4.43 2.84 -0.98 -0.104
O -3.30 2.06 -1.31 -0.198
C -2.43 2.73 -2.20 -0.213
C -1.11 2.00 -2.30 -0.174
O -0.29 2.15 -1.14 -0.118
C -0.56 1.27 -0.08 -0.195
C 0.22 -0.03 -0.19 -0.227
O -0.36 -0.89 -1.13 -0.180
C 0.53 -1.87 -1.61 -0.101
H -5.03 3.06 -1.87 0.091
H -5.03 2.26 -0.29 0.088
H -4.14 3.78 -0.51 0.090
H -2.24 3.76 -1.85 0.131
H -2.87 2.79 -3.20 0.132
H -0.54 2.43 -3.12 0.131
H -1.29 0.94 -2.51 0.125
H -1.63 1.06 0.02 0.127
H -0.22 1.78 0.83 0.126
H 0.21 -0.51 0.81 0.095
H 1.26 0.20 -0.45 0.129
H 1.40 -1.41 -2.09 0.093
H 0.00 -2.47 -2.35 0.095
H 0.89 -2.53 -0.81 0.071
```

As for the lowest unoccupied orbital energy: -3.61 eV. The HOMO energy comes out at -11.54 eV. As for the gap between HOMO and LUMO: 7.929 eV. Its net charge is +1.

=====

| no. | F_max (eV/Å) |
| --- | --- |
| 1 | 0.6 |
| 2 | 3.4 |
| 3 | 5.6 |
| 4 | 5.6 |
| 5 | 10.4 |
| 6 | 0.4 |